No. 1
Below is 3 unconnected molecules or ions with the total composition C5H15NOS, with properties calculated with ωB97M-V/def2-TZVPD.

```
23
Properties=species:S:1:pos:R:3:nbo_charge:R:1
C 1.41 0.44 -0.57 -0.066
N 0.36 0.39 0.28 -0.475
C -0.67 -0.64 -0.01 -0.125
C -1.77 -0.48 1.02 -0.514
S -3.19 -1.59 0.67 -0.066
C -0.09 -2.04 -0.17 -0.627
C 2.54 1.41 -0.11 -0.631
H 1.90 -0.65 -0.72 0.032
H 1.13 0.84 -1.56 0.234
H 2.63 -1.22 -0.61 0.135
H -1.33 -0.41 -0.90 0.197
H -1.45 -0.62 2.09 0.220
H -2.32 0.48 1.15 0.262
H -4.01 -0.72 0.17 0.117
H -0.86 -2.81 -0.26 0.243
H 0.63 -2.13 -0.97 0.211
H 0.39 -2.19 0.81 0.207
H 3.25 1.49 -0.92 0.212
H 1.94 2.30 0.09 0.232
H 2.96 1.22 0.86 0.223
H -0.73 1.62 -0.06 0.477
H -1.30 3.06 0.11 0.466
O -1.44 2.24 -0.37 -0.966
```

Calculated values
F_max in eV Å⁻¹: 7.1
E_HOMO in eV: -8.8337
Calculated total energy in Ha: -727.48597
Energy above the lowest of the compared OMol25 structures with the same formula, charge and spin in kcal per mole: 125.3
Kohn-Sham gap in eV: 7.44

---

No. 2
Below is C4H7FN2 in the gas phase, with properties calculated with ωB97M-V/def2-TZVPD.

```
14
Properties=species:S:1:pos:R:3:nbo_charge:R:1
C -1.14 -0.15 0.17 0.407
C -1.84 0.68 -0.59 -0.490
C -0.11 -1.14 -0.29 -0.311
C 1.54 1.21 0.50 -0.090
H -1.68 0.72 -1.66 0.215
H -2.59 1.33 -0.19 0.217
H 0.00 -1.03 -1.37 0.195
H -0.45 -2.14 -0.10 0.220
H 1.70 -1.81 0.17 0.356
H 0.79 1.29 1.26 0.173
H 2.05 2.13 0.18 0.183
N 1.17 -1.00 0.44 -0.473
N 1.92 0.12 -0.03 -0.265
F -1.36 -0.21 1.50 -0.336
```

Calculated values
F_max in eV Å⁻¹: 1.0
E_HOMO in eV: -8.9942
SMILES: C=NNCC(=C)F
Calculated total energy in Ha: -365.90964
Energy above the lowest of the compared OMol25 structures with the same formula, charge and spin in kcal per mole: 43.2
Kohn-Sham gap in eV: 10.03

---

No. 3
Below is 3 unconnected molecules or ions with the total composition C23H32F22N4O5P, with properties calculated with ωB97M-V/def2-TZVPD.

```
87
Properties=species:S:1:pos:R:3:mulliken_charge:R:1
C -1.00 6.40 0.74 -0.902
C -1.81 5.79 -0.51 -0.473
N -1.53 4.34 -0.72 0.503
F -2.42 3.49 -0.15 -0.203
C -0.50 3.85 -1.41 -0.094
N 0.38 4.89 -2.00 -0.301
C 1.54 4.19 -2.64 -0.800
C 2.14 3.21 -1.50 -0.632
C 3.61 2.83 -1.99 0.792
F 3.66 2.45 -3.35 -0.263
F 4.36 4.04 -1.93 -0.320
C 4.39 1.80 -1.06 0.479
F 4.35 2.16 0.31 -0.248
F 4.06 0.47 -1.28 -0.160
F 5.75 1.92 -1.41 -0.270
C 1.12 2.00 -1.40 -0.147
O 1.40 0.98 -2.36 -0.048
C 0.72 -0.27 -2.05 -0.803
C 0.38 -0.94 -3.49 -0.789
N -0.81 -0.26 -4.10 -0.396
C -0.41 0.68 -5.18 0.061
C -1.67 1.47 -5.79 0.153
C -1.77 1.24 -7.38 -1.446
O -1.52 2.92 -5.57 -0.554
P 1.25 1.33 0.41 0.549
O -0.05 0.65 0.88 -0.694
N -0.29 2.45 -1.63 0.267
H -1.20 7.53 0.71 0.339
H -1.48 5.97 1.69 0.307
H 0.11 6.19 0.67 0.265
H -1.58 6.44 -1.41 0.271
H -2.92 5.95 -0.28 0.369
H -0.18 5.25 -2.78 0.366
H 2.30 5.00 -2.92 0.454
H 1.15 3.62 -3.54 0.228
H 2.26 3.74 -0.50 0.527
H -0.28 -0.16 -1.53 0.539
H 1.45 -0.95 -1.52 0.317
H 1.27 -0.87 -4.19 0.396
H 0.09 -2.02 -3.31 0.175
H -1.38 0.19 -3.38 0.272
H 0.41 1.42 -4.86 -0.088
H 0.03 0.09 -6.06 0.362
H -2.66 1.11 -5.35 0.255
H -2.59 1.87 -7.86 0.361
H -2.03 0.15 -7.56 0.368
H -0.79 1.48 -7.90 0.407
H -1.08 3.30 -6.35 0.337
H 1.63 2.47 1.21 0.115
H 2.31 0.38 0.55 0.172
H -0.98 1.85 -1.15 0.609
C -0.74 -3.88 0.99 -1.391
C -0.10 -3.42 -0.34 1.572
C 0.06 -4.49 -1.43 -0.080
F 0.84 -5.51 -1.04 -0.236
F 0.64 -3.96 -2.53 -0.270
F 1.08 -2.81 -0.08 -0.296
F -0.93 -2.44 -0.85 -0.311
O 0.15 -4.21 2.07 -0.270
C 0.70 -5.51 2.08 0.701
C 2.22 -5.51 1.88 0.241
F 2.58 -4.89 0.73 -0.211
F 2.69 -6.78 1.80 -0.282
F 0.04 -6.27 1.19 -0.281
F 0.41 -6.03 3.29 -0.303
H -1.29 -3.01 1.36 0.586
H -1.49 -4.65 0.84 0.314
H -0.91 -4.90 -1.73 0.322
H 2.72 -5.01 2.70 0.245
C -2.99 -2.53 6.47 -0.742
C -2.18 -2.53 7.79 0.901
C -1.41 -1.25 8.13 0.090
F -0.48 -0.94 7.20 -0.195
F -0.74 -1.40 9.29 -0.277
F -1.37 -3.61 7.81 -0.264
F -3.08 -2.72 8.80 -0.327
O -2.39 -3.13 5.32 -0.375
C -1.49 -2.35 4.55 0.626
C -0.05 -2.89 4.60 0.701
F 0.41 -2.97 5.86 -0.231
F 0.79 -2.07 3.93 -0.215
F -1.59 -1.06 4.92 -0.303
F -1.95 -2.41 3.28 -0.259
H -3.87 -3.15 6.66 0.408
H -3.40 -1.54 6.24 0.306
H -2.08 -0.40 8.24 0.278
H 0.01 -3.88 4.16 -0.156
```

Calculated values
F_max in eV Å⁻¹: 4.0
E_HOMO in eV: -11.2142
Calculated total energy in Ha: -4028.81906
Kohn-Sham gap in eV: 7.47
Total charge: +1

---

No. 4
Below is a molecular structure, C23H47FInO6, with properties calculated with ωB97M-V/def2-TZVPD.

```
78
Properties=species:S:1:pos:R:3:mulliken_charge:R:1
C 2.23 -1.85 -0.21 -1.017
C 2.48 -1.30 -1.67 -0.115
C 1.27 -1.54 -2.66 -0.350
C 0.74 -0.20 -3.35 -1.068
In -0.55 0.94 -1.86 0.965
F -0.75 -0.31 -0.21 -0.688
C 0.64 2.75 -1.13 -0.826
C 0.74 2.63 0.45 -0.351
O 1.95 3.23 1.02 -0.400
C 2.96 2.31 0.75 0.191
O 3.80 2.58 -0.07 -0.528
C -2.48 1.68 -2.74 -1.295
C -3.80 1.33 -1.89 -0.562
C -3.66 -0.18 -1.44 0.355
C -3.84 -0.56 -0.01 -0.213
C -3.64 -1.99 0.31 -0.549
C -3.29 -2.95 -0.75 -0.490
C -3.15 -2.56 -2.16 -0.496
C -3.34 -1.15 -2.49 -0.095
H 1.55 -1.17 0.37 0.116
H 3.19 -1.89 0.39 0.311
H 1.84 -2.92 -0.22 0.334
H 3.35 -1.90 -2.07 0.281
H 2.84 -0.23 -1.64 0.093
H 0.46 -2.13 -2.16 0.188
H 1.65 -2.19 -3.51 0.356
H 1.63 0.44 -3.61 0.295
H 0.11 -0.49 -4.24 0.238
H 0.12 3.71 -1.39 0.230
H 1.64 2.65 -1.63 0.260
H -0.22 3.00 0.91 0.283
H 0.78 1.52 0.70 0.214
H 2.99 1.31 1.27 0.390
H -2.52 2.81 -2.89 0.440
H -2.67 1.25 -3.77 0.298
H -3.83 2.04 -1.01 0.340
H -4.71 1.48 -2.54 0.152
H -4.07 0.20 0.77 0.390
H -3.72 -2.30 1.39 0.362
H -3.11 -4.02 -0.49 0.291
H -2.90 -3.26 -2.98 0.356
H -3.23 -0.83 -3.56 0.236
C 7.90 1.19 1.46 -0.904
C 7.64 1.08 -0.04 -0.293
O 6.28 0.80 -0.29 -0.388
H 7.62 0.26 1.96 0.148
H 8.95 1.40 1.66 0.300
H 7.29 1.99 1.89 0.453
H 8.24 0.27 -0.47 0.278
H 7.91 2.02 -0.54 0.246
H 5.75 1.53 0.09 0.206
C -7.95 1.47 -0.51 -0.763
C -7.82 2.29 -1.77 -0.353
O -7.60 1.42 -2.88 -0.500
H -7.05 0.88 -0.35 0.157
H -8.11 2.11 0.36 0.313
H -8.79 0.77 -0.58 0.296
H -6.97 2.97 -1.70 0.271
H -8.72 2.88 -1.96 0.325
H -8.36 0.83 -2.95 0.283
C -6.95 -2.26 3.04 -1.125
C -6.71 -0.77 2.92 0.206
O -7.83 -0.13 2.32 -0.485
H -7.14 -2.69 2.06 0.272
H -6.10 -2.76 3.50 0.316
H -7.84 -2.46 3.65 0.414
H -5.84 -0.57 2.30 -0.119
H -6.54 -0.32 3.91 0.263
H -8.60 -0.30 2.88 0.272
C 9.63 -2.20 2.96 -0.908
C 10.25 -1.20 3.91 -0.289
O 9.35 -0.13 4.16 -0.497
H 9.36 -1.72 2.02 0.178
H 10.31 -3.03 2.75 0.353
H 8.71 -2.61 3.38 0.316
H 11.16 -0.78 3.47 0.262
H 10.52 -1.67 4.86 0.281
H 8.56 -0.50 4.56 0.291
```

Calculated values
F_max in eV Å⁻¹: 3.7
E_HOMO in eV: -4.5020
Calculated total energy in Ha: -1645.89408
Kohn-Sham gap in eV: 6.79
Total charge: -1